The following is a DFT calculation (ωB97M-V/def2-TZVPD) of an isolated ion of composition C5H13N2 and charge +1.

Values from the calculation:
**Structure (SMILES)**: C[C@H](N)C/C=C/[NH3+]
**Net charge**: +1
**Energy**: -8368.48992 eV
**HOMO-LUMO gap**: 8.57 eV
**ΔE to the lowest compared entry with this formula, charge and spin**: 53.51 kcal per mole

Element x y z (Å)
C -1.69 -0.62 -1.29
C -1.52 -0.14 0.16
N -2.71 0.60 0.57
C -0.32 0.80 0.42
C 0.96 0.29 -0.17
C 2.00 -0.05 0.58
N 3.20 -0.66 -0.14
H -0.91 -0.21 -1.93
H -2.62 -0.25 -1.71
H -1.63 -1.71 -1.31
H -1.36 -0.98 0.84
H -2.70 0.77 1.57
H -3.54 0.06 0.35
H -0.15 0.80 1.50
H -0.50 1.81 0.07
H 1.03 0.17 -1.24
H 2.03 -0.20 1.64
H 3.93 0.02 -0.36
H 2.84 -1.08 -1.00
H 3.56 -1.45 0.39